(A)
C11H18N4O3 | ωB97M-V/def2-TZVPD

Computed properties:
- Net charge: 0
- LUMO level: 0.023 hartree
- SMILES: CC(C)[C@H](N)C(=O)N[C@@H](Cc1c[nH]cn1)C(=O)O
- HOMO: -0.32826 hartree
- Multiplicity: 1
- Gap between HOMO and LUMO: 9.57 eV

Geometry (Å):
1 C -3.5590 -0.1833 -0.7024
2 C -2.6362 -0.7017 0.3282
3 C -3.1218 -2.1260 1.0150
4 C -1.0969 -0.5663 -0.1453
5 N -0.6985 -1.5686 -1.1395
6 C -0.2489 -0.6828 0.9900
7 O -0.6021 -0.9081 2.1806
8 N 1.1404 -0.5585 0.7397
9 C 1.8444 -0.4382 -0.4623
10 C 2.7218 0.7938 -0.5485
11 C 1.9923 2.0134 -0.0167
12 C 2.5552 2.8769 0.9221
13 N 1.6381 3.9423 0.9916
14 C 0.6162 3.7264 0.1279
15 N 0.8688 2.6196 -0.5252
16 C 2.5057 -1.7672 -0.8985
17 O 3.4517 -1.9288 -1.6790
18 O 2.2275 -2.8200 -0.1643
19 H -3.1049 0.5966 -1.4088
20 H -3.9266 -1.0697 -1.4860
21 H -4.5554 0.1819 -0.3075
22 H -2.6445 0.1254 1.0946
23 H -3.2176 -2.9993 0.3699
24 H -4.0163 -1.8939 1.5434
25 H -2.4609 -2.4107 1.8838
26 H -0.9617 0.4539 -0.6201
27 H -1.0781 -1.2567 -2.1702
28 H -1.1922 -2.4260 -0.7629
29 H 1.5855 -1.3432 1.4916
30 H 1.0820 -0.1395 -1.2100
31 H 3.7655 0.6627 -0.0577
32 H 3.0864 0.9482 -1.6691
33 H 3.3979 2.9437 1.6033
34 H 2.0798 4.9849 1.1930
35 H -0.2029 4.4920 -0.0828
36 H 2.7652 -3.5734 -0.4182

(B)
C11H18N4O3 | ωB97M-V/def2-TZVPD

Computed properties:
- Net charge: 0
- LUMO level: 0.026 hartree
- SMILES: CC(C)[C@H](NC(=O)[C@@H](N)Cc1c[nH]cn1)C(=O)O
- HOMO: -0.31798 hartree
- Multiplicity: 1
- Gap between HOMO and LUMO: 9.35 eV

Geometry (Å):
1 C 2.6759 2.4268 0.4592
2 C 3.4004 1.0477 0.3845
3 C 3.6377 0.5431 1.8347
4 C 2.6871 0.0603 -0.4951
5 N 1.3423 -0.1850 -0.0021
6 C 0.2210 0.3406 -0.6262
7 O 0.2770 1.1441 -1.5561
8 C -1.0856 -0.2666 -0.0922
9 N -0.9777 -0.7654 1.2655
10 C -2.1779 0.8713 -0.2745
11 C -3.5411 0.3098 -0.1214
12 C -4.6545 0.5187 -0.9044
13 N -5.6759 -0.2120 -0.3521
14 C -5.1902 -0.8312 0.7917
15 N -3.8802 -0.5622 0.9209
16 C 3.5153 -1.1929 -0.6378
17 O 4.6509 -1.1682 -1.0828
18 O 2.9043 -2.2693 -0.1678
19 H 1.7166 2.3251 1.0121
20 H 3.1698 3.2216 1.0544
21 H 2.4207 2.7785 -0.5361
22 H 4.4144 1.2010 -0.0543
23 H 4.1778 -0.4024 1.7889
24 H 4.2341 1.2656 2.3914
25 H 2.6808 0.4279 2.4108
26 H 2.5710 0.5830 -1.4822
27 H 1.1101 -0.9832 0.6758
28 H -1.3075 -1.1393 -0.7462
29 H -0.8238 0.0295 1.8942
30 H -1.7916 -1.3561 1.5710
31 H -2.0106 1.3493 -1.2627
32 H -1.9971 1.7010 0.4472
33 H -4.9033 1.1010 -1.7655
34 H -6.6348 -0.1880 -0.7642
35 H -5.7665 -1.4397 1.4389
36 H 3.4940 -3.0215 -0.3563

Looking at the structures above, (B) is most stable, and the difference to the next one is 83.7 kcal/mol.